one | ORCA calculation (ωB97M-V/def2-TZVPD) on the ion C4H5N4 with charge +1.

```
13
Properties=species:S:1:pos:R:3:lowdin_charge:R:1
H 0.4190 1.9375 1.8076 0.096
N 0.7280 1.1150 1.3466 0.225
C 1.9325 0.8075 1.2689 -0.102
N 2.1051 -0.5123 0.6441 0.211
N 1.0861 -1.1178 0.3550 0.152
C -0.1560 -1.2893 0.2943 -0.229
C -1.0601 -1.0717 -0.8740 0.048
C -0.8699 -1.7029 1.4739 -0.127
N -1.5739 -2.1857 2.2206 0.264
H 2.8836 1.1057 1.4666 0.104
H -2.0841 -0.5922 -0.4536 0.189
H -1.4263 -1.9977 -1.1268 0.077
H -0.4872 -0.6323 -1.6504 0.093
```

Calculated values
LUMO energy: -6.889 eV
E_HOMO: -16.023 eV
Total charge: +1
Structure (SMILES): [H]/N=C/N=[N+]=C(C)C#N

***

two | ORCA calculation (ωB97M-V/def2-TZVPD) on the ion C4H5N4 with charge +1.

```
13
Properties=species:S:1:pos:R:3:lowdin_charge:R:1
C 2.1727 1.2981 -0.0611 0.141
N 1.5819 0.1783 0.0007 0.056
N 1.1948 -0.9508 0.0280 0.131
C 0.1501 -1.7601 -0.0266 -0.103
C -1.2491 -1.6054 -0.0533 0.026
C -2.1699 -0.5830 -0.0470 0.064
N -2.8203 0.3857 -0.0485 -0.038
N -3.7602 1.1423 0.0209 0.218
H 2.2909 1.9602 0.7594 0.101
H 2.5299 1.5240 -0.9705 0.064
H 0.3723 -2.8554 0.1183 0.140
H -1.5218 -2.6297 -0.2026 0.118
H -3.3634 1.9810 -0.2778 0.082
```

Calculated values
LUMO energy (alpha / beta): -6.307 / -6.310 eV
E_HOMO (alpha / beta): -13.334 / -13.170 eV
Total charge: +1
Structure (SMILES): C=N/N=C\C=C=[N+]=N

***

three | ORCA calculation (ωB97M-V/def2-TZVPD) on the ion C4H5N4 with charge +1.

```
13
Properties=species:S:1:pos:R:3:lowdin_charge:R:1
C 1.1463 0.5197 0.2905 -0.021
N 0.0803 1.3078 0.1159 0.166
N -1.2431 0.8391 -0.4758 -0.029
C -0.7192 -0.1708 -1.2916 0.010
C -0.1963 -1.0781 -0.3742 -0.198
C -1.1579 -1.0089 0.6836 -0.061
N -1.7882 0.1518 0.7045 0.142
N 1.1705 -0.7982 -0.0631 0.135
H 2.0805 0.7503 0.7845 0.173
H -0.1260 2.0895 0.6451 0.142
H -0.2229 0.2751 -2.2002 0.163
H -1.1258 -1.6272 1.5930 0.144
H 2.1018 -1.2501 -0.4122 0.232
```

Calculated values
LUMO energy (alpha / beta): -5.766 / -5.976 eV
E_HOMO (alpha / beta): -14.398 / -14.396 eV
Total charge: +1
Structure (SMILES): C1=[NH+]n2cc(cn2)N1

***

Energies in eV, measured from the most stable structure: one 0.000; two 2.029; three 1.926.

***

one | ORCA calculation (ωB97M-V/def2-TZVPD) on the ion C5H6N with charge +1.

```
12
Properties=species:S:1:pos:R:3:lowdin_charge:R:1
C -3.5033 -0.4896 -0.1821 0.214
C -2.4265 0.0749 -0.0629 -0.014
C -1.0622 0.5271 0.2880 -0.012
N 0.0981 0.4471 -0.1748 0.163
C 1.3205 0.5706 -0.4405 -0.010
C 2.2661 -0.4698 0.0684 0.020
H -4.4262 -0.9755 -0.1135 0.053
H -1.2466 0.8857 1.2399 0.128
H 1.5596 1.4993 -0.9561 0.169
H 3.1087 0.1415 0.2161 0.084
H 2.3890 -1.1655 -0.7603 0.116
H 1.9228 -1.0458 0.8778 0.089
```

Calculated values
LUMO energy: -5.204 eV
E_HOMO: -15.289 eV
Total charge: +1
Structure (SMILES): C#CC=[N+]=CC

***

two | ORCA calculation (ωB97M-V/def2-TZVPD) on a cluster of 2 separate species, C5H6N in total.

```
12
Properties=species:S:1:pos:R:3:lowdin_charge:R:1
C -0.3999 0.2343 2.1687 0.042
C -0.3313 1.0689 1.1529 0.147
C 0.4496 -1.2360 -0.9257 0.109
C -0.6277 -0.4088 -1.5031 -0.031
C 0.9322 0.0465 -1.1132 -0.059
N -0.2569 0.8158 -1.1168 0.086
H -0.3323 0.5238 3.2860 0.150
H -0.4172 -0.7961 1.8210 0.075
H -0.2959 2.1324 1.0307 0.081
H 0.8162 -2.2342 -1.0289 0.115
H -1.3422 -0.5930 -2.2791 0.153
H 1.8055 0.4465 -1.4926 0.133
```

Calculated values
LUMO energy (alpha / beta): -6.412 / -6.413 eV
E_HOMO (alpha / beta): -14.162 / -14.161 eV
Total charge: +1

***

Energies in eV, measured from the most stable structure: one 0.000; two 3.935.

***

one | ORCA calculation (ωB97M-V/def2-TZVPD) on a structure of composition C3H10N2OP.

```
17
Properties=species:S:1:pos:R:3:lowdin_charge:R:1
C 1.8320 0.3174 0.0305 -0.203
C -1.5374 -0.4493 1.4676 -0.184
C -1.7307 0.0871 -1.4578 -0.190
N 3.0475 -0.1362 0.0049 0.212
N 0.7523 -0.4021 -0.1685 -0.073
O -0.1699 2.4655 0.2618 -0.474
P -0.7809 0.3829 0.0468 0.960
H 1.5793 1.3754 0.2348 0.114
H -0.8038 -0.5637 2.2650 0.062
H -2.3376 0.1957 1.8263 0.068
H -1.9487 -1.4161 1.1795 0.062
H -1.8120 -0.9742 -1.6836 0.061
H -2.7223 0.5085 -1.2903 0.070
H -1.2729 0.6308 -2.2835 0.067
H 3.8347 0.4780 0.1619 0.149
H 3.2614 -1.1049 -0.2038 0.146
H 0.8090 -1.3947 -0.3915 0.151
```

Calculated values
LUMO energy: -3.761 eV
E_HOMO: -13.091 eV
Total charge: +1

***

two | ORCA calculation (ωB97M-V/def2-TZVPD) on a cluster of 2 separate species, C3H10N2OP in total.

```
17
Properties=species:S:1:pos:R:3:lowdin_charge:R:1
C -0.6720 -2.4415 0.0955 -0.150
C 0.4852 1.6762 -2.4760 -0.064
C 0.3934 0.7739 2.2261 -0.283
N -0.3596 -1.3980 0.9479 -0.345
N 0.1237 1.1310 -1.1878 -0.152
O -0.9533 1.4188 -0.6709 -0.019
P 0.9360 -0.4511 1.0503 1.079
H -1.4493 -1.9992 -0.5302 0.101
H 0.2613 -2.6410 -0.5293 0.116
H -1.0580 -3.3946 0.3795 0.091
H 1.3752 2.3377 -2.1739 0.132
H -0.2497 2.2439 -3.0726 0.105
H 1.0136 0.8487 -2.9796 0.098
H -0.4284 1.2854 1.8062 0.026
H 1.3234 1.3964 2.2246 0.062
H 0.3185 0.3310 3.1875 0.050
H -1.0601 -1.1176 1.7027 0.154
```

Calculated values
LUMO energy: -5.193 eV
E_HOMO: -13.539 eV
Total charge: +1

***

three | ORCA calculation (ωB97M-V/def2-TZVPD) on a cluster of 2 separate species, C3H10N2OP in total.

```
17
Properties=species:S:1:pos:R:3:lowdin_charge:R:1
C 1.8474 0.7074 -0.1346 -0.433
C 3.0739 0.5273 0.6026 -0.081
C 0.7560 -0.3573 -0.0687 -0.586
N 1.7222 1.6033 -1.0573 0.195
N -3.4224 0.8268 -0.3307 0.266
O -0.4266 -0.1613 -0.0889 -0.035
P 1.4598 -2.1260 -0.3638 0.892
H 2.8627 0.7280 1.6383 0.089
H 3.7169 -0.3548 0.3544 0.101
H 3.7428 1.3652 0.2912 0.106
H 1.0374 1.5060 -1.7363 0.027
H -3.4409 1.4787 0.4281 0.125
H -2.3454 0.4470 -0.3730 0.173
H -4.0433 0.0131 -0.1969 0.152
H -3.6800 1.3084 -1.2839 0.205
H 0.4020 -2.6843 0.4856 -0.067
H 2.1156 -2.1790 0.8393 -0.128
```

Calculated values
LUMO energy: -4.079 eV
E_HOMO: -12.342 eV
Total charge: +1

***

Energies in eV, measured from the most stable structure: one 0.172; two 1.364; three 0.000.

***

one | ORCA calculation (ωB97M-V/def2-TZVPD) on the molecule C6H8O2.

```
16
Properties=species:S:1:pos:R:3:lowdin_charge:R:1
C 0.6032 -1.5682 -0.7299 0.025
C -1.0606 0.3588 0.0463 -0.265
C 0.2291 -0.7331 0.4390 -0.344
C 0.4689 1.3835 0.4665 -0.379
C -2.0040 0.7544 -0.7888 0.110
C 1.2066 0.0637 1.1449 -0.025
O -1.0821 -0.7448 0.9144 0.053
O 0.9224 1.9712 -0.5153 -0.037
H 0.0074 1.8903 1.3289 0.155
H 1.1647 -0.9383 -1.4285 0.114
H 1.2622 -2.3763 -0.4018 0.101
H -0.2780 -1.9748 -1.2209 0.101
H -2.9943 0.3181 -0.7882 0.075
H -1.7844 1.5604 -1.4747 0.075
H 2.2244 -0.0293 0.7825 0.123
H 1.1146 0.0643 2.2257 0.119
```

Calculated values
LUMO energy: -0.273 eV
E_HOMO: -8.621 eV
Total charge: 0

***

two | ORCA calculation (ωB97M-V/def2-TZVPD) on a structure of composition C6H8O2.

```
16
Properties=species:S:1:pos:R:3:lowdin_charge:R:1
C -2.2966 -0.5158 0.0412 0.019
C -0.7910 0.0426 -0.3007 -0.434
C 0.0279 0.6456 0.8901 -0.122
C 1.3222 -0.0862 0.8104 -0.211
C 1.5810 0.4422 -0.7070 0.008
C 0.2864 -0.5430 -0.8526 -0.226
H -2.8100 0.1789 0.8820 0.116
H -2.8871 -0.4492 -0.9999 0.106
H -2.5892 -1.4683 0.5040 0.052
H -0.5283 0.6793 1.7713 0.120
H 2.0748 -0.0327 1.7994 0.205
H 2.6413 0.2712 -1.0821 0.107
H 1.6052 1.7617 -0.6554 0.190
H 0.0760 -1.1500 -1.6509 0.131
O -0.6677 1.4183 -0.2228 0.003
O 0.8725 -1.3812 0.2408 -0.064
```

Calculated values
LUMO energy: 0.956 eV
E_HOMO: -9.509 eV
Total charge: 0

***

Energies in eV, measured from the most stable structure: one 0.000; two 2.335.

***

one | ORCA calculation (ωB97M-V/def2-TZVPD) on the molecule C6H8O2.

```
16
Properties=species:S:1:pos:R:3:lowdin_charge:R:1
C -0.8799 -0.2291 -1.7007 -0.216
O 0.2178 0.6109 -1.6846 -0.113
C 0.7066 0.5168 -0.3732 -0.190
C 1.6708 0.7751 0.9123 -0.111
O 1.3165 -0.5336 1.4561 -0.164
C -0.1399 -0.6723 1.1531 -0.167
C -1.1992 -0.6502 -0.1806 -0.150
C -0.7628 0.5966 0.5590 -0.060
H -1.0664 -1.3536 -2.3736 0.181
H -1.7899 0.5291 -1.9811 0.155
H 1.1190 -0.6178 -0.3557 0.179
H 1.4902 1.6186 1.6448 0.125
H 2.7558 0.9246 0.4978 0.141
H -0.4046 -1.6152 1.7854 0.163
H -1.9538 -1.4570 -0.1497 0.120
H -1.0802 1.5571 0.7906 0.107
```

Calculated values
LUMO energy: 0.954 eV
E_HOMO: -8.662 eV
Total charge: 0
Structure (SMILES): C1O[C@H]2CO[C@@H]3[C@H]1[C@@H]32

***

two | ORCA calculation (ωB97M-V/def2-TZVPD) on the molecule C6H8O2.

```
16
Properties=species:S:1:pos:R:3:lowdin_charge:R:1
C -1.1787 1.8374 -0.2704 0.104
C -1.0111 0.5225 -0.0080 -0.313
C -1.9284 -0.4652 -0.6156 -0.237
O -1.9504 -1.6422 -0.3600 0.059
C -0.0346 0.0414 1.0061 -0.042
C 1.2174 0.0584 -0.0673 -0.406
C 1.9849 -1.2351 -0.0541 -0.016
O 1.6020 1.0402 -0.6362 0.093
H -0.4912 2.5780 0.1017 0.077
H -2.0315 2.1986 -0.8234 0.068
H -2.7053 -0.0008 -1.2551 0.124
H 0.1515 0.7448 1.8170 0.124
H -0.1431 -1.0022 1.2924 0.104
H 2.8013 -1.2033 -0.7728 0.083
H 2.3935 -1.4068 0.9398 0.093
H 1.3239 -2.0655 -0.2942 0.086
```

Calculated values
LUMO energy: 0.048 eV
E_HOMO: -9.354 eV
Total charge: 0
Structure (SMILES): C=C(C=O)CC(C)=O

***

three | ORCA calculation (ωB97M-V/def2-TZVPD) on a structure of composition C6H8O2.

```
16
Properties=species:S:1:pos:R:3:lowdin_charge:R:1
C -0.1014 1.8343 1.0736 0.019
C 0.0061 0.5988 0.1521 -0.381
C 0.7401 -0.7021 -1.2169 -0.396
C 0.5609 -1.6918 -0.1633 -0.018
C -0.5266 -0.7917 0.4907 -0.066
C -1.1478 0.0330 -0.6356 -0.172
H -0.8419 1.8673 1.8971 0.091
H -0.0624 2.7295 0.5188 0.056
H 0.8624 1.9021 1.6382 0.090
H 1.4219 -1.0198 -1.9596 0.162
H 0.1599 -2.6027 -0.5821 0.134
H 1.3926 -1.7797 0.4114 0.101
H -0.9467 -0.8261 1.4807 0.135
H -2.0981 0.4406 -0.6677 0.140
O 1.1511 0.4826 -0.6710 0.075
O -0.5699 -0.4742 -1.7664 0.029
```

Calculated values
LUMO energy: 1.013 eV
E_HOMO: -9.133 eV
Total charge: 0

***

Energies in eV, measured from the most stable structure: one 7.895; two 0.000; three 0.799.

***

one | ORCA calculation (ωB97M-V/def2-TZVPD) on the molecule C6H8O2.

```
16
Properties=species:S:1:pos:R:3:lowdin_charge:R:1
C 0.4641 0.3043 1.8540 0.134
C 0.1871 0.3321 0.5503 -0.164
C -0.6594 1.4623 0.0299 -0.406
C -1.0441 1.3877 -1.4169 -0.006
O -1.0080 2.3573 0.7606 0.090
C 0.7393 -0.6828 -0.3957 -0.427
C 0.5869 -2.1138 0.0531 -0.007
O 1.2774 -0.3794 -1.4327 0.097
H 1.0866 -0.4457 2.3105 0.076
H 0.0767 1.0817 2.4939 0.082
H -0.1451 1.4105 -2.0301 0.085
H -1.5566 0.4490 -1.6202 0.095
H -1.6874 2.2256 -1.6717 0.088
H 0.7981 -2.7843 -0.7759 0.086
H 1.2984 -2.3143 0.8518 0.085
H -0.4139 -2.2902 0.4390 0.090
```

Calculated values
LUMO energy: -0.048 eV
E_HOMO: -9.811 eV
Total charge: 0
Structure (SMILES): C=C(C(C)=O)C(C)=O

***

two | ORCA calculation (ωB97M-V/def2-TZVPD) on the molecule C6H8O2.

```
16
Properties=species:S:1:pos:R:3:lowdin_charge:R:1
O 1.7440 1.1604 0.4376 0.030
C 2.1249 0.1004 -0.0631 -0.321
O 1.3241 -0.8852 -0.4047 -0.001
C -0.1067 -0.9299 -0.3150 -0.223
C -0.8671 -0.7633 1.0999 -0.062
C -1.9431 -0.0491 0.2425 -0.235
C -1.3392 1.2611 -0.1349 -0.117
C -1.0707 0.0763 -1.0153 -0.143
H 3.2267 -0.1848 -0.2440 0.164
H -0.3362 -2.0163 -0.5243 0.161
H -0.3956 -0.0260 1.7470 0.096
H -0.9599 -1.7702 1.5816 0.117
H -3.0310 -0.1147 0.4472 0.140
H -1.9106 2.0747 -0.6097 0.109
H -0.4914 1.6964 0.5505 0.131
H -1.4357 -0.0346 -2.0965 0.154
```

Calculated values
LUMO energy: 0.947 eV
E_HOMO: -9.997 eV
Total charge: 0
Structure (SMILES): O=CO[C@H]1C[C@H]2C[C@H]21

***

three | ORCA calculation (ωB97M-V/def2-TZVPD) on the molecule C6H8O2.

```
16
Properties=species:S:1:pos:R:3:lowdin_charge:R:1
O 2.2047 -0.0563 -0.4970 0.066
C 1.2572 -0.2215 0.3304 -0.471
C 0.1810 -1.3524 0.2343 -0.086
C -1.2332 -0.8040 -0.1609 -0.106
C -1.7085 0.4182 -0.0265 -0.042
C -0.4918 1.3805 -0.4640 -0.167
O 0.4148 2.3934 0.1762 0.023
C 0.4043 0.9902 0.5675 -0.269
H 1.9956 0.3744 -1.3765 0.163
H 1.5962 -0.7170 1.2603 0.151
H -0.0747 -1.4933 1.1994 0.066
H 0.5010 -2.2397 -0.4193 0.154
H -1.9549 -1.6047 -0.7852 0.165
H -2.6785 0.6931 -0.2086 0.061
H -0.2818 1.2774 -1.4408 0.101
H -0.1312 0.9618 1.6108 0.191
```

Calculated values
LUMO energy: 0.661 eV
E_HOMO: -9.138 eV
Total charge: 0
Structure (SMILES): O[C@@H]1CC=C[C@H]2O[C@H]12

***

four | ORCA calculation (ωB97M-V/def2-TZVPD) on the molecule C6H8O2.

```
16
Properties=species:S:1:pos:R:3:lowdin_charge:R:1
C -1.9371 -0.4801 -0.2668 0.029
C -0.7220 -0.9755 0.1044 -0.188
C 0.4543 -0.3176 -0.4924 -0.312
C 1.3846 0.1024 0.5269 -0.144
C 1.0501 -0.0913 1.8759 0.062
C 0.0973 0.7315 -1.6141 -0.452
O -0.1007 0.4628 -2.7737 0.128
O -0.0510 1.9811 -0.9988 0.035
H -3.0746 -0.9020 -0.0417 0.119
H -1.8704 0.3072 -1.1585 0.092
H -0.7241 -1.8560 0.7104 0.105
H 0.9266 -1.2035 -0.8581 0.148
H 2.4401 0.3709 0.3831 0.117
H 1.8219 0.3452 2.4523 0.040
H 0.1367 -0.5920 2.1336 0.046
H 0.1682 2.1168 0.0174 0.175
```

Calculated values
LUMO energy: 0.731 eV
E_HOMO: -9.806 eV
Total charge: 0
Structure (SMILES): C=CC(C=C)C(=O)O

***

Energies in eV, measured from the most stable structure: one 0.000; two 1.748; three 6.063; four 2.477.